Entry from the Open Molecules 2025 dataset: a molecular structure, C22H21ClFeN4O5 at a distorted geometry (ωB97M-V with the def2-TZVPD basis set).

Its expectation value of S² is 8.76. The LUMO energy (spin up / spin down) comes out at -4.1 / -6.2 eV. As for the spin multiplicity: 6. As for the energy above the lowest of the compared OMol25 structures with the same formula, charge and spin: 98.9 kJ/mol. Its charge is +1. Its frontier orbital gap (spin up / spin down) is 6.248 / 4.109 eV.

Positions of all 54 atoms, in Å:
1 Fe -8.1182 4.0926 -12.0370
2 N -7.2721 4.2931 -10.1224
3 C -7.1132 5.7263 -9.8382
4 C -7.7634 6.6435 -10.9196
5 O -7.8510 7.8655 -10.6120
6 O -8.1646 6.1042 -12.0493
7 H -7.9307 3.8965 -9.4390
8 H -6.3732 3.8244 -10.0410
9 H -6.0247 5.9940 -9.7262
10 H -7.6232 5.9506 -8.8862
11 C -14.6806 5.9795 -12.9977
12 C -13.6066 6.3569 -12.0229
13 C -13.5498 7.6387 -11.4931
14 C -12.6228 7.9101 -10.4525
15 Cl -12.3803 9.5100 -9.8975
16 C -11.8254 6.8736 -9.9517
17 C -11.7766 5.6417 -10.5509
18 C -12.7045 5.3942 -11.5605
19 O -12.7191 4.2261 -12.3327
20 C -12.0247 3.0775 -11.8283
21 C -10.4597 3.1284 -12.0128
22 O -9.7613 3.0204 -10.9745
23 O -10.0018 3.2916 -13.1804
24 H -14.3494 6.0619 -14.0230
25 H -15.5582 6.6068 -12.7695
26 H -15.0010 4.9757 -12.8136
27 H -14.1426 8.4660 -11.8858
28 H -11.1974 7.1292 -9.0931
29 H -11.1450 4.8188 -10.2531
30 H -12.3827 2.2603 -12.4620
31 H -12.3078 2.8195 -10.7776
32 C -4.8409 3.0201 -14.5203
33 C -5.7168 3.6676 -13.6501
34 N -6.9864 3.3169 -13.5325
35 C -7.5567 2.4417 -14.3993
36 C -6.7731 1.7702 -15.3435
37 C -5.3684 2.1207 -15.4047
38 C -7.3385 0.8985 -16.3355
39 C -8.6653 0.5588 -16.4833
40 C -9.7288 0.5644 -15.5064
41 C -11.0713 0.9264 -15.8331
42 C -11.9868 0.6895 -14.8562
43 N -11.6653 0.1715 -13.6645
44 C -10.3659 -0.1383 -13.4683
45 N -9.3916 0.0644 -14.3078
46 H -3.8257 3.3089 -14.4212
47 H -5.3123 4.4372 -12.9950
48 H -8.6265 2.2847 -14.3218
49 H -4.8102 1.4816 -16.1520
50 H -6.6516 0.4343 -17.0449
51 H -8.9075 0.3060 -17.4941
52 H -11.2512 1.4047 -16.7735
53 H -13.0549 0.7793 -15.0367
54 H -10.1255 -0.6188 -12.5115

Atoms 1-2, force components in eV/Å:
-2.0579 0.8305 -0.3799
-0.1279 -0.5929 -0.2600

---

Entry from the Open Molecules 2025 dataset: a single C22H21ClN2O5 molecule (ωB97M-V with the def2-TZVPD basis set).

The LUMO energy comes out at 0.2 eV. As for the structure (SMILES): COC(=O)CNC(=O)Cc1c(C)n(C(=O)c2ccc(Cl)cc2)c2ccc(OC)cc12. As for the energy above the lowest of the compared OMol25 structures with the same formula, charge and spin: 67.8 kJ/mol. Its frontier orbital gap is 8.264 eV.

Positions of all 51 atoms, in Å:
1 C 3.3272 3.3966 2.0263
2 H 3.9824 2.9792 1.2591
3 H 3.8036 4.2466 2.5070
4 H 3.0907 2.6211 2.7573
5 O 2.1339 3.8932 1.4282
6 C 1.2638 2.9885 0.9924
7 O 1.4089 1.7974 1.0949
8 C 0.0482 3.6432 0.3584
9 N -0.8228 2.6599 -0.2266
10 C -0.8620 2.4825 -1.5735
11 O -0.3531 3.2576 -2.3524
12 C -1.6659 1.2639 -2.0007
13 C -1.3099 0.0384 -1.2227
14 C -0.0902 -0.5744 -1.1925
15 N -0.1600 -1.7149 -0.3918
16 C 0.8099 -2.6784 -0.1502
17 O 0.5106 -3.8246 0.1029
18 C 2.2279 -2.2317 -0.1432
19 C 2.6123 -1.0912 0.5564
20 C 3.9499 -0.7571 0.6534
21 C 4.9028 -1.5603 0.0458
22 C 4.5352 -2.7091 -0.6391
23 C 3.1986 -3.0494 -0.7155
24 H 2.8929 -3.9496 -1.2268
25 H 5.2886 -3.3311 -1.0961
26 Cl 6.5725 -1.1303 0.1546
27 H 4.2515 0.1221 1.2002
28 H 1.8736 -0.4649 1.0308
29 C -1.4699 -1.8253 0.0775
30 C -2.0523 -2.7655 0.9137
31 C -3.3764 -2.5927 1.2492
32 C -4.1259 -1.5042 0.7736
33 C -3.5415 -0.5571 -0.0501
34 C -2.2030 -0.7249 -0.3988
35 H -4.0925 0.2927 -0.4207
36 O -5.4251 -1.4753 1.1910
37 C -6.2562 -0.4423 0.7253
38 H -6.3334 -0.4490 -0.3671
39 H -5.9049 0.5403 1.0586
40 H -7.2376 -0.6358 1.1554
41 H -3.8780 -3.3006 1.8888
42 H -1.4939 -3.6114 1.2780
43 C 1.1175 -0.1640 -1.9553
44 H 0.8135 0.4628 -2.7908
45 H 1.6598 -1.0261 -2.3373
46 H 1.7961 0.4173 -1.3315
47 H -2.7238 1.4922 -1.8586
48 H -1.4965 1.1147 -3.0697
49 H -1.0985 1.8852 0.3599
50 H 0.3764 4.3110 -0.4445
51 H -0.4748 4.2348 1.1169

Atoms 1-2, force components in eV/Å:
0.2105 -0.2772 0.1600
-0.0341 0.0260 0.0562

---

no.,total energy (eV)
1,-86255.076
2,-48896.385